Entry 1:
Molecular formula: C25H27N6O3SZr
Method: DFT, the ωB97M-V functional and the def2-TZVPD basis

Structure (XYZ):
```
63
C25H27N6O3SZr the ωB97M-V functional and the def2-TZVPD basis
Zr 2.292 -0.260 1.243
N 2.703 1.580 2.963
C 4.220 1.607 3.012
C 4.355 0.453 2.054
O 4.057 -0.698 2.469
O 4.108 0.695 0.810
H 2.347 2.492 2.686
H 2.338 1.386 3.893
H 4.596 1.386 4.004
H 4.614 2.541 2.628
C -0.452 -6.026 -2.032
C 0.789 -6.263 -1.179
C 1.633 -5.016 -0.979
N 0.852 -3.986 -0.243
C 1.333 -2.852 0.151
S 2.930 -2.352 -0.076
N 0.432 -1.909 0.804
C 0.339 -1.978 2.250
O 1.294 -1.371 2.803
C -0.731 -2.604 2.928
C -1.802 -3.219 2.239
C -2.808 -3.832 2.945
C -2.757 -3.848 4.343
C -1.709 -3.246 5.037
C -0.701 -2.619 4.342
H -0.990 -6.959 -2.187
H -0.190 -5.626 -3.013
H -1.166 -5.334 -1.570
H 1.435 -6.999 -1.659
H 0.530 -6.685 -0.205
H 1.933 -4.570 -1.931
H 2.531 -5.217 -0.393
H -0.117 -4.217 -0.047
H -0.475 -1.886 0.342
H -1.871 -3.203 1.157
H -3.636 -4.296 2.429
H -3.550 -4.336 4.896
H -1.691 -3.274 6.118
H 0.122 -2.156 4.868
N -0.449 4.885 -3.230
C -1.508 5.648 -3.621
C -1.642 6.641 -4.596
C -2.887 7.202 -4.707
C -3.985 6.808 -3.889
C -3.858 5.840 -2.937
C -2.587 5.241 -2.795
N -2.182 4.275 -1.943
C -0.897 4.070 -2.213
C -0.130 3.115 -1.500
C 1.238 2.847 -1.733
C 1.889 1.911 -0.986
N 1.276 1.185 -0.005
C -0.051 1.448 0.228
C -0.761 2.369 -0.469
H 0.476 4.932 -3.624
H -0.820 6.952 -5.226
H -3.052 7.976 -5.445
H -4.936 7.299 -4.038
H -4.682 5.534 -2.309
H 1.799 3.372 -2.493
H 2.941 1.708 -1.148
H -0.528 0.887 1.029
H -1.804 2.552 -0.252
```

Computed properties:
E_tot   -53540.860 eV
Net charge   +3
2S+1   1
LUMO level   -10.169 eV

=====

Entry 2:
Molecular formula: C5H30N2O10
Method: DFT, the ωB97M-V functional and the def2-TZVPD basis

Structure (XYZ):
```
47
C5H30N2O10 the ωB97M-V functional and the def2-TZVPD basis
C -1.161 -0.046 2.310
C -0.179 -1.184 2.520
N 0.405 -1.806 1.495
C 1.643 -2.585 1.693
C -0.289 -2.089 0.227
C 0.082 -1.002 -0.812
N -0.990 -0.124 -1.330
O 0.166 -1.374 3.700
H -1.248 -0.017 1.225
H -2.059 -0.098 2.927
H -0.628 0.898 2.546
H 1.940 -2.497 2.724
H 2.416 -2.096 1.102
H 1.494 -3.680 1.518
H 0.032 -3.092 -0.116
H -1.369 -2.064 0.430
H 0.817 -0.398 -0.293
H 0.717 -1.175 -1.690
H -0.980 0.828 -1.011
H -1.617 -0.489 -2.016
H 2.498 1.466 2.711
H 1.072 1.041 2.414
O 1.744 1.684 2.155
H -1.440 3.332 -1.047
H -2.818 2.684 -0.561
O -1.905 2.859 -0.338
H -2.615 0.405 -0.176
H -3.838 0.791 0.813
O -3.531 0.227 0.103
H 0.843 3.283 -0.304
H 1.464 3.283 -1.692
O 0.684 2.973 -1.219
H 2.664 -1.208 -3.168
H 2.999 0.070 -3.353
O 2.851 -0.471 -2.551
H -3.924 -2.539 -0.752
H -3.568 -3.395 0.313
O -3.136 -2.695 -0.209
H -0.135 4.286 1.264
H 1.303 3.677 1.518
O 0.815 4.461 1.235
H 2.345 1.243 -1.124
H 3.865 1.010 -0.723
O 3.101 1.592 -0.652
H -0.445 -1.331 -4.123
H 0.198 -2.358 -3.421
O -0.285 -2.280 -4.264
```

Computed properties:
E_tot   -29125.800 eV
Structure (SMILES)   CC(=O)N(C)CCN.O.O.O.O.O.O.O.O.O
2S+1   1
LUMO level   0.078 eV

=====

Entry 3:
Molecular formula: C6H14O
Method: DFT, the ωB97M-V functional and the def2-TZVPD basis

Structure (XYZ):
```
21
C6H14O the ωB97M-V functional and the def2-TZVPD basis
C -0.329 0.829 -0.893
C 0.799 0.726 0.181
C -1.646 0.569 -0.073
C 0.918 -0.647 0.848
C -1.600 -0.859 0.609
C -0.376 -1.043 1.540
H -0.228 0.074 -1.697
H -0.221 1.829 -1.355
H 0.717 1.461 1.004
H 1.741 0.933 -0.363
H -2.550 0.521 -0.710
H -1.793 1.388 0.658
H 1.748 -0.762 1.571
H 1.149 -1.275 -0.033
H -1.617 -1.688 -0.124
H -2.550 -0.892 1.177
H -0.262 -2.096 1.863
H -0.538 -0.429 2.447
O 1.937 0.227 -2.400
H 2.815 -0.053 -2.054
H 1.885 1.188 -2.196
```

Computed properties:
E_tot   -8496.216 eV
Structure (SMILES)   C1CCCCC1.O
2S+1   1
LUMO level   0.828 eV